137
Properties=species:S:1:pos:R:3:forces:R:3:mulliken_charge:R:1 method="wB97M-V/def2-TZVPD" fmax_ev_per_a=1.006 relative_energy_kj_mol=13.5 orbital_gap_ha=0.3120 smiles="CCCOCc1ccc2c(c1)C(=O)C(N)=C(Cc1ccccc1)C2=O.C[C@@H]1COC(=O)O1.C[C@@H]1COC(=O)O1.C[C@@H]1COC(=O)O1.C[C@@H]1COC(=O)O1.C[C@@H]1COC(=O)O1.C[C@@H]1COC(=O)O1.C[C@@H]1COC(=O)O1"
C 1.02335 -0.25129 3.37605 0.29 0.19 -0.07 -1.402
C 0.79312 -0.68479 1.92369 -0.14 0.18 0.78 0.522
C 0.06087 -2.00488 1.79269 0.95 0.17 0.28 -0.674
O -1.21318 -2.01096 2.39816 -0.25 -0.51 -0.35 -0.385
C -2.25850 -1.65127 1.51602 0.01 0.35 -0.01 -1.221
C -2.57754 -0.17991 1.63448 -0.20 0.02 -0.28 0.719
C -2.63272 0.59807 0.47863 -0.09 0.08 0.30 -0.738
C -2.88027 1.96456 0.55677 -0.14 -0.18 0.28 -1.303
C -3.05914 2.53443 1.80649 -0.06 0.16 -0.12 0.965
C -3.03985 1.76488 2.96605 0.14 -0.40 -0.39 0.856
C -2.80485 0.40239 2.87832 -0.18 0.00 0.04 -0.269
C -3.23867 2.44892 4.26251 -0.09 0.27 -0.29 -0.366
O -3.82332 1.94748 5.19316 0.05 -0.38 0.62 -0.721
C -2.67236 3.82558 4.33203 0.08 0.17 -0.21 0.540
N -2.15527 4.28720 5.57246 -0.24 -0.56 -0.05 -0.650
C -2.67878 4.56573 3.21711 0.07 0.37 0.38 0.084
C -2.09114 5.93693 3.16636 0.12 -0.09 -0.17 -1.589
C -0.65984 5.90588 2.65767 0.34 0.09 -0.14 0.564
C 0.02094 7.10515 2.43826 0.29 0.09 -0.07 -0.516
C 1.33352 7.12137 1.98561 0.22 -0.20 -0.11 -0.527
C 2.01197 5.93773 1.70548 -0.64 -0.27 0.22 -0.512
C 1.33326 4.73914 1.89104 0.02 0.23 0.10 -0.860
C 0.02428 4.72660 2.37320 0.23 -0.02 -0.13 -0.025
C -3.27053 3.99860 1.97683 0.31 -0.52 0.34 0.241
O -3.87494 4.67220 1.18789 -0.14 0.51 -0.62 -0.612
H 1.93417 0.34609 3.42110 0.04 0.09 0.09 0.440
H 1.16385 -1.08609 4.06205 -0.08 -0.13 -0.01 0.322
H 0.22596 0.38317 3.75811 -0.20 -0.13 0.03 0.175
H 0.24898 0.10661 1.41936 0.09 0.04 -0.34 0.110
H 1.76863 -0.80505 1.45549 0.01 0.03 -0.27 0.024
H 0.05401 -2.28422 0.73646 -0.45 -0.11 -0.04 0.237
H 0.67337 -2.74167 2.32048 -0.17 -0.21 0.09 0.488
H -3.12656 -2.27390 1.73415 -0.08 0.04 0.28 0.426
H -1.99772 -1.85145 0.47573 0.18 -0.11 -0.05 0.389
H -2.47074 0.11172 -0.47163 0.12 0.09 -0.14 0.379
H -2.92742 2.59911 -0.31474 0.01 -0.02 -0.13 0.541
H -2.78873 -0.19547 3.77971 0.06 -0.07 0.03 0.805
H -2.62885 3.75598 6.30041 0.05 0.10 0.10 0.348
H -1.17791 4.00980 5.62567 0.08 0.30 0.06 0.279
H -2.66968 6.57161 2.49665 -0.15 -0.01 -0.01 0.444
H -2.11446 6.36220 4.16672 0.01 0.10 0.09 0.450
H -0.45533 8.06141 2.61282 -0.20 -0.05 0.10 0.415
H 1.85498 8.05608 1.83152 -0.13 0.15 0.05 0.348
H 3.03188 5.93503 1.35528 0.09 0.10 -0.06 0.410
H 1.81716 3.79711 1.67255 0.04 -0.05 -0.02 0.532
H -0.43608 3.75615 2.50158 -0.18 0.00 0.07 0.307
C 4.63284 0.90873 -1.46127 -0.22 0.31 0.15 -1.573
C 3.59822 -0.17528 -1.29960 0.41 0.19 -0.06 0.843
C 3.19581 -0.86486 -2.57756 0.11 -0.13 -0.25 0.106
O 1.86818 -1.31010 -2.27203 -0.02 0.08 0.11 -0.354
C 1.36462 -0.46502 -1.34588 0.14 -0.14 0.07 0.611
O 0.23580 -0.47640 -0.96977 -0.21 0.11 -0.20 -0.551
O 2.32927 0.35577 -0.86509 -0.13 -0.12 -0.09 -0.353
H 4.83867 1.38696 -0.50368 0.06 -0.07 0.01 0.444
H 5.56356 0.49375 -1.84959 -0.02 -0.05 -0.01 0.179
H 4.27892 1.68408 -2.14203 0.00 -0.08 -0.09 0.397
H 3.92405 -0.90279 -0.54905 -0.05 -0.05 -0.04 0.107
H 3.83623 -1.70812 -2.82578 -0.16 -0.14 0.05 0.019
H 3.14379 -0.18229 -3.43001 0.04 0.06 0.11 -0.013
C 1.85077 -6.62190 1.59032 0.28 0.11 0.30 -1.594
C 2.19462 -5.54346 0.59562 -0.24 -0.36 0.20 0.816
C 2.62505 -6.04370 -0.76109 -0.12 0.04 -0.17 -0.480
O 3.44977 -4.96245 -1.22354 0.12 -0.02 0.09 -0.310
C 3.96167 -4.34702 -0.13172 -0.19 -0.12 0.14 0.683
O 4.82193 -3.52379 -0.16906 0.10 0.10 -0.08 -0.526
O 3.36184 -4.79510 0.99764 0.08 0.20 -0.35 -0.372
H 1.59196 -6.18372 2.55373 -0.09 0.01 -0.04 0.371
H 1.00410 -7.21050 1.23794 -0.01 0.04 -0.04 0.392
H 2.70223 -7.28347 1.75506 -0.01 -0.03 -0.10 0.367
H 1.36620 -4.83490 0.50577 0.04 0.04 -0.07 0.041
H 1.79499 -6.21109 -1.44255 0.07 0.16 -0.10 0.340
H 3.23612 -6.94744 -0.70370 -0.01 0.00 0.09 0.302
C 8.44094 -3.85298 -1.89487 0.35 0.10 -0.07 -1.549
C 7.65923 -2.65360 -2.36182 0.06 -0.35 0.16 0.837
C 6.69151 -2.92034 -3.48778 -0.28 -0.01 0.00 -0.375
O 6.60491 -1.62979 -4.11980 0.14 -0.16 0.16 -0.168
C 7.78314 -0.98890 -3.88093 0.03 0.01 -0.03 0.590
O 8.10343 0.02361 -4.41224 0.00 0.07 -0.02 -0.532
O 8.51698 -1.66291 -2.96839 -0.20 0.14 -0.07 -0.413
H 9.14536 -3.56868 -1.11400 -0.07 0.00 0.05 0.372
H 7.76853 -4.61231 -1.49653 -0.06 0.05 0.01 0.348
H 9.02048 -4.28102 -2.71399 -0.09 -0.02 -0.05 0.389
H 7.15327 -2.18078 -1.51511 -0.07 0.00 -0.06 0.086
H 5.71296 -3.24748 -3.14313 -0.05 0.15 -0.02 0.072
H 7.07728 -3.63593 -4.21715 0.09 -0.02 0.05 0.349
C 5.57126 1.29691 -6.56797 -0.16 0.34 0.17 -1.500
C 4.59863 0.18566 -6.27502 0.37 0.18 -0.18 1.330
C 4.09131 -0.56361 -7.48167 -0.09 -0.34 0.25 -0.345
O 2.81631 -1.04656 -7.00986 0.06 0.09 0.06 -0.374
C 2.37830 -0.18054 -6.06837 -0.03 0.00 -0.06 0.749
O 1.28572 -0.17985 -5.59965 0.01 0.01 0.05 -0.566
O 3.36233 0.69053 -5.72490 -0.07 -0.14 0.02 -0.460
H 5.84898 1.80465 -5.64474 0.11 -0.07 0.00 0.385
H 6.47518 0.89977 -7.02786 0.00 -0.06 0.04 0.355
H 5.13255 2.04597 -7.23031 -0.07 -0.11 -0.08 0.348
H 5.03019 -0.49933 -5.54059 -0.04 -0.03 -0.05 -0.314
H 4.73299 -1.39159 -7.77399 -0.14 -0.09 0.01 0.339
H 3.91879 0.07544 -8.33636 -0.02 0.13 -0.04 0.182
C 5.87349 2.85393 -12.81044 0.31 -0.14 -0.12 -1.480
C 5.33817 1.68496 -12.02458 0.09 0.38 -0.16 0.490
C 5.07920 1.96117 -10.56260 -0.19 -0.02 0.10 -0.554
O 5.22274 0.65384 -9.98578 0.19 0.22 -0.28 -0.143
C 6.07627 -0.04767 -10.78123 0.10 -0.07 -0.04 0.566
O 6.54983 -1.09564 -10.48977 -0.02 0.00 0.04 -0.521
O 6.30472 0.62042 -11.93595 -0.17 -0.08 0.12 -0.373
H 6.07398 2.56126 -13.84048 -0.08 0.01 -0.01 0.362
H 5.15371 3.67225 -12.81581 -0.04 -0.02 0.02 0.379
H 6.81348 3.20859 -12.38608 -0.05 0.02 0.09 0.363
H 4.44495 1.28009 -12.50855 -0.02 -0.04 0.07 0.261
H 4.08534 2.35923 -10.36984 -0.03 -0.16 0.09 0.337
H 5.82736 2.62036 -10.11597 0.04 0.03 -0.11 0.316
C -7.17700 1.68679 4.51262 -0.36 0.15 -0.19 -1.211
C -7.36569 0.41407 5.29135 0.19 0.33 -0.22 0.644
C -6.44605 -0.71339 4.89279 0.16 -0.10 0.14 -0.260
O -7.21593 -1.86816 5.26673 -0.04 0.06 -0.08 -0.359
C -8.52303 -1.52104 5.20153 -0.03 0.04 -0.05 0.555
O -9.42964 -2.28814 5.27197 -0.06 -0.02 0.08 -0.547
O -8.65541 -0.18264 5.04173 0.06 -0.17 0.16 -0.387
H -7.89870 2.44250 4.82298 0.04 -0.01 0.07 0.393
H -6.17336 2.07630 4.67176 0.02 -0.04 0.05 0.073
H -7.32903 1.51702 3.44539 0.07 -0.08 0.00 0.369
H -7.29655 0.61220 6.36467 0.02 -0.08 0.01 0.232
H -5.49415 -0.69672 5.41706 -0.05 -0.14 0.07 0.219
H -6.26729 -0.75039 3.81544 -0.04 0.10 -0.01 0.258
C -10.99344 -2.86881 9.05365 0.06 -0.03 0.37 -1.406
C -12.40286 -2.47640 8.69827 0.43 -0.07 0.03 0.550
C -12.51267 -1.30583 7.75557 -0.11 -0.01 -0.29 -0.395
O -13.80414 -0.77590 8.08974 0.09 -0.03 0.11 -0.337
C -14.04784 -1.09249 9.38681 0.00 0.01 0.05 0.613
O -14.94163 -0.65422 10.03339 0.00 0.01 0.00 -0.528
O -13.12397 -1.97875 9.84136 -0.16 0.02 -0.15 -0.362
H -10.99156 -3.69163 9.76860 -0.02 -0.04 -0.07 0.353
H -10.44845 -3.18053 8.16220 -0.05 0.02 -0.04 0.366
H -10.46326 -2.03771 9.52094 -0.03 0.07 -0.09 0.350
H -12.94984 -3.34125 8.31216 -0.06 0.05 -0.04 0.232
H -12.47110 -1.59872 6.70957 -0.16 0.09 -0.02 0.280
H -11.76229 -0.53510 7.94636 0.07 -0.08 0.06 0.281